Entry from OMol25: a structure of composition C20H27ClF13N10O5PS at a distorted geometry (ωB97M-V with the def2-TZVPD basis set).

The HOMO-LUMO gap is 0.259 Eh. The total charge is 0. For the LUMO energy, the calculation gives -1.61 eV. Its HOMO energy is -0.319 Eh.

Each line ends with the Löwdin charge.
Element x y z (Å)
C (4.229, -3.878, 1.660)  -0.1332
C (4.023, -4.003, 0.039)  -0.2404
C (4.455, -2.593, -0.593)  -0.1526
C (5.829, -2.017, -0.092)  0.0326
C (6.443, -0.658, -0.570)  -0.2878
N (7.685, -0.010, -0.210)  -0.2507
S (7.599, 1.407, -1.167)  0.9190
N (6.120, 1.356, -2.000)  -0.2725
C (5.504, 0.100, -1.590)  -0.2132
C (4.110, -0.427, -2.130)  -0.1000
C (3.284, 0.476, -3.156)  -0.1461
C (1.965, 1.059, -2.380)  -0.0610
C (1.341, 2.170, -3.330)  -0.2601
F (1.673, 1.982, -4.724)  0.0491
F (1.957, 3.428, -2.952)  0.0361
C (-0.244, 2.402, -3.239)  -0.1707
F (-0.928, 1.782, -4.348)  0.0782
F (-0.432, 3.821, -3.485)  0.0526
C (-0.932, 2.134, -1.822)  -0.1604
F (-0.134, 2.647, -0.730)  0.0683
F (-2.123, 2.958, -1.796)  0.0687
C (-1.314, 0.631, -1.453)  -0.1920
F (-0.447, 0.231, -0.364)  0.0534
F (-1.141, -0.341, -2.463)  0.1043
C (-2.815, 0.425, -0.869)  -0.1549
F (-3.075, 1.245, 0.285)  0.0685
F (-2.825, -0.925, -0.358)  0.0785
C (-3.973, 0.483, -1.980)  -0.2692
F (-5.134, 1.220, -1.565)  0.0766
F (-4.451, -0.855, -2.194)  0.0936
F (-3.571, 0.957, -3.245)  0.1201
C (3.566, -1.801, -1.661)  -0.2753
P (1.963, -2.628, -2.221)  0.6477
O (1.340, -1.900, -3.653)  -0.3989
Cl (2.429, -4.629, -2.856)  0.1678
H (4.251, -2.771, 1.994)  0.0869
H (5.238, -4.364, 1.959)  0.0736
H (3.394, -4.435, 2.248)  0.0536
H (4.656, -4.888, -0.307)  0.1121
H (2.899, -4.239, -0.112)  0.0672
H (6.432, -2.640, 0.665)  0.1085
H (3.967, 1.344, -3.495)  0.1225
H (2.977, -0.075, -4.113)  0.1091
H (2.333, 1.443, -1.363)  0.1520
H (1.312, 0.146, -2.176)  0.0825
H (1.934, -2.090, -4.420)  0.0580
C (-8.204, 0.027, 0.254)  -0.6999
O (-8.546, -0.221, -0.892)  0.0281
N (-6.974, 0.507, 0.562)  0.1540
N (-9.024, -0.157, 1.318)  0.1447
H (-6.674, 0.717, 1.497)  0.0942
H (-6.334, 0.658, -0.203)  0.0630
H (-9.947, -0.513, 1.129)  0.1072
H (-8.763, 0.040, 2.266)  0.0917
C (-0.545, 0.406, 3.706)  -0.7007
O (0.523, 0.212, 4.264)  0.0274
N (-1.737, 0.117, 4.287)  0.1472
N (-0.636, 0.928, 2.458)  0.1583
H (-2.626, 0.269, 3.846)  0.0924
H (-1.712, -0.272, 5.216)  0.1047
H (0.227, 1.156, 1.992)  0.1034
H (-1.505, 1.094, 1.983)  0.0653
C (-1.707, 6.512, 0.950)  -0.7041
O (-2.047, 7.416, 1.697)  0.0234
N (-1.506, 5.243, 1.381)  0.1523
N (-1.501, 6.699, -0.377)  0.1530
H (-1.226, 4.486, 0.783)  0.0691
H (-1.649, 5.063, 2.362)  0.1064
H (-1.640, 7.629, -0.737)  0.1086
H (-1.221, 5.969, -1.008)  0.0867
C (0.674, -4.510, 3.775)  -0.6899
O (1.201, -4.044, 2.777)  0.0134
N (0.839, -5.802, 4.154)  0.1499
N (-0.121, -3.777, 4.590)  0.1578
H (0.415, -6.204, 4.970)  0.0942
H (1.425, -6.380, 3.573)  0.1063
H (-0.268, -2.811, 4.342)  0.0950
H (-0.564, -4.141, 5.415)  0.0947

Atoms 1-2, force components in eV/Å:
C 0.257 -0.438 0.386
C -0.406 0.896 1.448

***

Entry from OMol25: a structure of composition C20H27F6N7O5PRuS at a distorted geometry (ωB97M-V with the def2-TZVPD basis set).

The HOMO-LUMO gap (spin up / spin down) is 0.246 / 0.245 Eh. The total charge is 0. For the LUMO energy (spin up / spin down), the calculation gives -0.87 / -0.90 eV. Its spin multiplicity is 2. Its HOMO energy (spin up / spin down) is -0.278 / -0.278 Eh.

Each line ends with the natural charge from an NBO analysis.
Element x y z (Å)
Ru (-0.484, 0.643, 0.612)  1.1151
C (-0.851, 1.327, 5.004)  -0.6791
C (-0.903, 1.265, 3.513)  0.2638
N (-0.394, 0.310, 2.827)  -0.1315
O (0.266, -0.650, 3.575)  -0.5636
C (-1.541, 2.324, 2.760)  0.0651
C (-2.252, 3.475, 3.391)  -0.6635
N (-1.442, 2.210, 1.468)  0.0545
O (-1.947, 3.024, 0.641)  -0.5217
H (-0.114, 0.629, 5.387)  0.2479
H (-1.828, 1.063, 5.415)  0.2470
H (-0.604, 2.335, 5.336)  0.2338
H (0.586, -1.287, 2.919)  0.4924
H (-2.998, 3.120, 4.105)  0.2286
H (-2.751, 4.044, 2.611)  0.2618
H (-1.553, 4.134, 3.913)  0.2182
O (-2.322, -0.162, 0.166)  -0.5796
N (-3.065, 0.509, -0.717)  -0.0002
C (-4.047, 1.141, -0.202)  -0.0515
C (-4.906, 1.873, -1.108)  0.2722
N (-5.578, 2.448, -1.840)  -0.2977
C (-4.335, 1.131, 1.224)  0.2767
N (-4.539, 1.082, 2.352)  -0.3020
C (-1.338, -0.456, -3.186)  -1.0394
P (-0.532, 1.101, -2.835)  2.0008
C (-1.559, 2.412, -3.477)  -1.0175
C (1.001, 1.117, -3.761)  -1.0124
O (-0.238, 1.308, -1.379)  -1.0633
H (-1.338, -0.677, -4.256)  0.2337
H (-2.357, -0.409, -2.810)  0.2833
H (-0.787, -1.221, -2.640)  0.2613
H (-1.723, 2.310, -4.552)  0.2398
H (-1.053, 3.356, -3.268)  0.2616
H (-2.516, 2.400, -2.955)  0.2747
H (0.834, 0.914, -4.820)  0.2359
H (1.660, 0.365, -3.326)  0.2592
H (1.467, 2.094, -3.637)  0.2620
C (0.346, -6.600, -0.571)  -0.6578
C (0.595, -5.192, -1.001)  0.3126
C (1.102, -4.820, -2.208)  -0.3540
C (1.245, -3.444, -2.478)  0.3412
N (0.923, -2.512, -1.608)  -0.4908
C (0.463, -2.875, -0.389)  0.2873
S (0.145, -1.814, 0.870)  -0.1435
N (0.289, -4.217, -0.128)  -0.5229
C (1.795, -2.965, -3.783)  -0.6580
H (0.649, -7.300, -1.345)  0.2420
H (-0.715, -6.745, -0.362)  0.2444
H (0.900, -6.823, 0.342)  0.2420
H (1.383, -5.564, -2.939)  0.2346
H (-0.072, -4.446, 0.789)  0.4352
H (2.215, -3.779, -4.371)  0.2218
H (2.561, -2.214, -3.594)  0.2521
H (1.001, -2.485, -4.360)  0.2443
C (2.505, 1.693, 2.871)  -0.6564
C (2.507, 1.599, 1.342)  0.1193
O (1.287, 1.479, 0.751)  -0.7229
C (3.129, 2.905, 0.782)  0.9671
F (4.312, 3.203, 1.360)  -0.3322
F (2.306, 3.935, 1.026)  -0.3181
F (3.338, 2.859, -0.542)  -0.3204
C (3.391, 0.394, 0.934)  0.9578
F (2.917, -0.735, 1.503)  -0.3367
F (3.415, 0.182, -0.387)  -0.3177
F (4.670, 0.518, 1.343)  -0.3287
H (1.905, 2.558, 3.157)  0.2278
H (3.515, 1.807, 3.263)  0.2299
H (2.057, 0.796, 3.286)  0.2347

Atoms 1-2, force components in eV/Å:
Ru 1.070 -0.227 2.558
C 0.095 -0.086 -0.004

***

Entry from OMol25: a structure of composition C20H27IrN5O3SSi at a distorted geometry (ωB97M-V with the def2-TZVPD basis set).

The HOMO-LUMO gap (spin up / spin down) is 0.267 / 0.209 Eh. The total charge is +2. For the LUMO energy (spin up / spin down), the calculation gives -7.49 / -8.97 eV. Its spin multiplicity is 2. Its HOMO energy (spin up / spin down) is -0.542 / -0.538 Eh.

Each line ends with the natural charge from an NBO analysis.
Element x y z (Å)
Ir (0.584, -0.486, -0.762)  0.7267
C (-0.461, 2.320, -2.469)  -1.1549
Si (-1.093, 1.207, -1.114)  1.5763
C (-2.759, 0.520, -1.568)  -1.1626
C (-1.138, 2.010, 0.581)  -1.1548
H (-1.247, 3.044, -2.701)  0.2738
H (-0.263, 1.762, -3.386)  0.2524
H (0.433, 2.878, -2.196)  0.2417
H (-3.387, 1.353, -1.896)  0.2740
H (-3.256, 0.032, -0.728)  0.2501
H (-2.700, -0.191, -2.392)  0.2645
H (-1.939, 2.755, 0.610)  0.2635
H (-0.206, 2.525, 0.824)  0.2265
H (-1.357, 1.266, 1.347)  0.2293
O (-0.891, -1.957, -2.104)  -0.6025
C (-1.366, -2.291, -1.010)  0.6836
N (-0.822, -1.668, 0.063)  -0.6578
C (-1.358, -2.153, 1.230)  0.7010
O (-1.013, -1.814, 2.347)  -0.5980
C (-2.403, -3.148, 0.837)  -0.1428
C (-3.266, -3.895, 1.599)  -0.1406
C (-4.162, -4.730, 0.921)  -0.1561
C (-4.179, -4.797, -0.465)  -0.1681
C (-3.287, -4.048, -1.236)  -0.1557
C (-2.407, -3.231, -0.564)  -0.1049
H (-3.252, -3.844, 2.679)  0.2462
H (-4.860, -5.332, 1.486)  0.2451
H (-4.899, -5.438, -0.954)  0.2460
H (-3.294, -4.103, -2.316)  0.2463
O (2.006, -2.465, -1.388)  -0.9799
H (2.468, -3.005, -0.734)  0.5105
H (1.490, -3.083, -1.922)  0.5096
C (1.914, 2.976, 3.487)  -0.4279
N (1.868, 1.773, 2.644)  -0.5475
C (1.018, 0.761, 2.667)  0.3976
S (1.298, -0.514, 1.447)  0.1950
N (0.032, 0.558, 3.496)  -0.5304
C (-0.368, 1.296, 4.699)  -0.4300
H (2.472, 3.733, 2.943)  0.2409
H (2.420, 2.783, 4.431)  0.2317
H (0.914, 3.355, 3.667)  0.2291
H (2.657, 1.646, 2.029)  0.4223
H (-0.547, -0.247, 3.249)  0.4694
H (0.497, 1.673, 5.234)  0.2273
H (-0.890, 0.597, 5.346)  0.2500
H (-1.041, 2.114, 4.450)  0.2295
N (6.129, 2.972, -4.288)  -0.1580
C (5.249, 2.451, -3.767)  0.2082
C (4.149, 1.817, -3.098)  -0.0510
C (3.416, 0.813, -3.719)  -0.1851
C (2.370, 0.236, -3.030)  0.0807
N (2.032, 0.602, -1.784)  -0.4806
C (2.734, 1.583, -1.195)  0.0566
C (3.792, 2.212, -1.809)  -0.1852
H (3.655, 0.488, -4.721)  0.2707
H (1.771, -0.543, -3.484)  0.2311
H (2.410, 1.873, -0.207)  0.2056
H (4.333, 2.999, -1.305)  0.2614

Atoms 1-2, force components in eV/Å:
Ir -0.278 -1.076 1.886
C -0.047 -0.041 -0.022

***

Entry from OMol25: the ion C20H27N2S with charge +1 (ωB97M-V with the def2-TZVPD basis set).

The HOMO-LUMO gap is 0.351 Eh. The total charge is +1. For the LUMO energy, the calculation gives -2.20 eV. The SMILES is Cc1ccc(SCC[NH+]2CCN(Cc3ccccc3)CC2)cc1. Its HOMO energy is -0.431 Eh.

Each line ends with the natural charge from an NBO analysis.
Element x y z (Å)
C (-3.633, -2.934, -1.244)  -0.6345
C (-2.747, -2.341, -0.198)  -0.0055
C (-2.572, -2.986, 1.024)  -0.1879
C (-1.772, -2.440, 2.009)  -0.2165
C (-1.126, -1.238, 1.766)  -0.1955
S (-0.066, -0.542, 3.034)  0.2463
C (1.306, -1.782, 2.968)  -0.5383
C (2.602, -1.092, 2.544)  -0.2300
N (2.339, -0.113, 1.472)  -0.4480
C (2.128, -0.720, 0.140)  -0.2236
C (1.948, 0.398, -0.904)  -0.2567
N (1.591, 1.626, -0.215)  -0.4436
C (1.084, 2.658, -1.123)  -0.2371
C (-0.279, 2.311, -1.657)  -0.0661
C (-0.436, 1.776, -2.929)  -0.1626
C (-1.697, 1.476, -3.414)  -0.2242
C (-2.815, 1.707, -2.631)  -0.2094
C (-2.668, 2.239, -1.360)  -0.2010
C (-1.407, 2.539, -0.877)  -0.2053
C (2.729, 2.116, 0.548)  -0.2334
C (3.338, 0.965, 1.362)  -0.2286
C (-1.293, -0.571, 0.565)  -0.2499
C (-2.101, -1.128, -0.410)  -0.1574
H (-4.677, -2.783, -0.970)  0.2344
H (-3.468, -4.005, -1.330)  0.2279
H (-3.465, -2.467, -2.211)  0.2210
H (-3.076, -3.922, 1.210)  0.2233
H (-1.650, -2.941, 2.957)  0.2283
H (1.005, -2.565, 2.276)  0.2432
H (1.426, -2.213, 3.959)  0.2554
H (3.009, -0.549, 3.400)  0.2278
H (3.341, -1.824, 2.211)  0.2348
H (1.410, 0.313, 1.751)  0.4892
H (1.236, -1.345, 0.184)  0.2427
H (2.989, -1.346, -0.104)  0.2229
H (1.137, 0.136, -1.584)  0.2461
H (2.867, 0.521, -1.500)  0.1833
H (1.786, 2.826, -1.954)  0.1868
H (1.014, 3.582, -0.545)  0.2190
H (0.431, 1.614, -3.555)  0.2052
H (-1.806, 1.070, -4.409)  0.2242
H (-3.800, 1.481, -3.012)  0.2263
H (-3.537, 2.427, -0.748)  0.2259
H (-1.296, 2.968, 0.108)  0.2160
H (2.365, 2.902, 1.214)  0.2189
H (3.505, 2.554, -0.101)  0.1967
H (3.616, 1.312, 2.358)  0.2360
H (4.229, 0.557, 0.879)  0.2225
H (-0.811, 0.380, 0.392)  0.2325
H (-2.230, -0.605, -1.345)  0.2189

Atoms 1-2, force components in eV/Å:
C -0.103 -0.024 -0.022
C 0.133 0.060 0.053

***

- Look up the total charge of the first one.
  0